{"formula": "C31H16Cl5MoNO6S5", "method": "ωB97M-V/def2-TZVPD", "elements": ["Mo", "Cl", "C", "C", "Cl", "C", "Cl", "C", "O", "C", "O", "C", "Cl", "O", "C", "S", "C", "C", "S", "S", "S", "S", "C", "C", "C", "C", "C", "C", "N", "C", "C", "C", "C", "C", "C", "C", "H", "H", "H", "H", "H", "H", "H", "H", "C", "C", "C", "C", "Cl", "C", "C", "C", "O", "C", "C", "O", "O", "H", "H", "H", "H", "H", "H", "H", "H"], "xyz": [[12.029, 14.336, 11.666], [6.138, 13.644, 15.192], [7.781, 13.602, 14.685], [8.655, 12.908, 15.476], [8.152, 12.240, 16.973], [9.994, 12.740, 15.030], [11.144, 11.942, 16.050], [10.445, 13.254, 13.814], [11.690, 13.106, 13.403], [9.538, 14.011, 13.006], [9.997, 14.680, 11.999], [8.198, 14.084, 13.435], [6.985, 14.832, 12.438], [12.975, 21.110, 13.605], [12.859, 19.967, 13.261], [12.894, 18.594, 14.439], [12.581, 17.273, 13.288], [12.404, 17.687, 12.032], [12.278, 16.606, 10.671], [12.451, 19.390, 11.666], [12.621, 15.617, 13.749], [16.022, 12.932, 9.848], [16.321, 12.836, 11.537], [17.454, 12.387, 12.192], [17.445, 12.366, 13.572], [16.366, 12.885, 14.288], [15.239, 13.405, 13.651], [15.198, 13.323, 12.225], [14.135, 13.689, 11.420], [14.426, 13.484, 10.152], [13.494, 13.740, 9.100], [13.808, 13.439, 7.783], [12.786, 13.610, 6.815], [11.542, 14.159, 7.225], [11.333, 14.543, 8.505], [12.299, 14.297, 9.521], [18.281, 11.920, 11.664], [18.245, 11.874, 14.096], [16.364, 12.791, 15.371], [14.445, 13.909, 14.179], [14.755, 13.003, 7.556], [13.027, 13.349, 5.815], [10.784, 14.255, 6.495], [10.328, 14.873, 8.822], [13.577, 7.083, 11.257], [13.856, 8.022, 12.385], [14.999, 7.974, 13.161], [15.265, 8.921, 14.133], [16.877, 8.809, 14.905], [14.410, 9.982, 14.374], [13.238, 10.061, 13.614], [12.996, 9.075, 12.644], [11.885, 9.115, 11.888], [11.157, 10.297, 11.706], [12.023, 11.329, 10.978], [13.126, 11.035, 10.585], [11.373, 12.378, 10.830], [14.422, 6.432, 11.039], [13.399, 7.673, 10.343], [12.694, 6.445, 11.465], [15.711, 7.138, 13.106], [14.693, 10.746, 15.148], [12.610, 10.958, 13.722], [10.760, 10.682, 12.632], [10.347, 10.101, 11.014]], "homo_lumo_gap_ev": [5.564, 5.996], "e_tot_ev": -164832.4339, "relative_energy_ev": 0.000, "total_charge": -2, "spin_multiplicity": 3, "e_homo_ev": [-1.702, -2.136], "e_lumo_ev": [3.86, 3.86]}